ORCA calculation (wB97M-V/def2-TZVPD) on a 9-piece molecular cluster, C38H98N4O14 overall at a distorted geometry.

Calculated values
LUMO = 0.7 eV
energy relative to the best compared isomer or geometry (same formula, charge and spin) = 0.0 kJ/mol
energy = -75614.6852 eV
maximum force = 2.45 eV Å⁻¹
Kohn-Sham gap = 9.4 eV

Each line ends with the Mulliken charge.
Geometry (Å):
C 3.72207 -1.25134 -2.28719  -0.56
O 3.05308 -0.44978 -3.22891  -0.27
C 2.21567 -1.09849 -4.15251  -0.85
C 1.20390 -0.10550 -4.77640  -0.31
N 1.83706 0.83528 -5.70656  -0.44
C 0.83887 1.78404 -6.20413  -0.07
C 1.49667 3.06746 -6.61001  -1.10
O 1.92418 3.91518 -5.50741  -0.10
C 2.46467 5.11480 -5.95144  -0.88
H 4.09384 -0.60281 -1.48424  0.19
H 4.52903 -1.85768 -2.73007  0.35
H 2.95726 -1.88666 -1.84304  0.16
H 1.62796 -1.88563 -3.62827  0.39
H 2.82807 -1.53013 -4.96331  0.34
H 0.50060 0.42664 -4.06074  0.15
H 0.58410 -0.85509 -5.32259  0.44
H 2.54291 1.30277 -5.15384  0.37
H 0.06514 2.00911 -5.42757  0.07
H 0.32450 1.31197 -7.04596  0.41
H 0.73304 3.61956 -7.17148  0.47
H 2.35518 2.91288 -7.28612  0.41
H 1.72404 5.70274 -6.52191  0.34
H 3.37245 4.96659 -6.54856  0.34
H 2.79161 5.72465 -5.09186  0.23
C -4.91260 -1.17669 -0.59694  -1.10
O -4.37432 -1.30416 0.72602  -0.40
C -5.05173 -2.28346 1.55185  -0.60
C -4.21675 -2.51816 2.77072  -0.92
N -3.94679 -1.30057 3.55932  0.66
C -5.01126 -0.92079 4.47672  -0.81
C -4.49294 0.23514 5.31109  -0.39
O -4.29001 1.27819 4.38797  -0.29
C -3.55203 2.37962 4.94471  -0.78
H -5.93162 -0.80955 -0.57444  0.37
H -4.94750 -2.16540 -1.05537  0.43
H -4.21835 -0.55385 -1.16073  0.19
H -5.09023 -3.24555 1.03462  0.41
H -6.06515 -1.94674 1.75970  0.39
H -3.25992 -2.94490 2.42454  0.27
H -4.73030 -3.22743 3.41006  0.53
H -3.71738 -0.53086 2.91709  -0.36
H -5.21776 -1.73902 5.16498  0.44
H -5.91689 -0.61862 3.94721  0.34
H -3.53652 -0.06304 5.78904  0.08
H -5.15900 0.51792 6.13998  0.40
H -4.06145 2.92505 5.73580  0.47
H -3.33648 3.06068 4.11360  0.21
H -2.58923 2.00793 5.35401  0.22
C 2.33194 -3.67114 1.10824  -0.70
O 2.89069 -4.20039 -0.05840  -0.02
C 2.78604 -5.61410 -0.02111  -0.54
C 3.55229 -6.27396 -1.13597  -0.98
N 5.01604 -6.37167 -0.82896  -0.37
C 5.69076 -5.11316 -0.46280  -0.53
C 5.94659 -4.24712 -1.70925  -0.21
O 6.53174 -3.04364 -1.38484  -0.24
C 7.89697 -3.16365 -1.04181  -0.79
H 2.97038 -3.83940 1.99345  0.41
H 1.34307 -4.04645 1.38321  0.43
H 2.33592 -2.60638 0.92622  -0.20
H 1.71554 -5.88993 -0.00238  0.48
H 3.21910 -5.96062 0.92094  0.42
H 3.35985 -5.74411 -2.07047  0.23
H 3.19999 -7.31319 -1.15171  0.45
H 5.16589 -7.14702 -0.21018  0.28
H 6.69944 -5.38271 -0.13569  0.52
H 5.21501 -4.55666 0.34148  0.13
H 4.96707 -4.03703 -2.15861  0.05
H 6.53485 -4.80125 -2.46500  0.32
H 7.96950 -3.65255 -0.07568  0.31
H 8.35308 -2.17217 -0.96428  0.22
H 8.41538 -3.77344 -1.79437  0.35
C -0.59392 3.58588 7.07448  -0.75
O 0.06533 3.72717 5.83139  -0.31
C -0.50959 4.78636 5.08200  -0.39
C 0.26429 4.94796 3.81168  -0.82
N 0.20767 3.65618 3.09800  -0.12
C 1.16437 3.73746 2.00074  -1.33
C 1.52064 2.38406 1.47848  0.76
O 2.31860 1.69151 2.42921  -0.57
C 2.86725 0.47257 2.02408  -0.46
H -0.05359 2.78892 7.55048  0.26
H -1.64347 3.29353 7.02408  0.26
H -0.55293 4.50170 7.67336  0.30
H -0.49996 5.67621 5.69822  0.54
H -1.54571 4.51348 4.82828  0.11
H 1.30032 5.24242 3.95732  0.55
H -0.27121 5.71219 3.22435  0.30
H 0.51811 2.99168 3.79593  0.20
H 2.06890 4.26983 2.36311  0.69
H 0.80821 4.32232 1.15516  0.25
H 2.14501 2.51038 0.58427  0.30
H 0.56522 1.89483 1.26057  -0.50
H 2.04989 -0.20424 1.73754  -0.11
H 3.31767 0.06135 2.92734  0.41
H 3.52665 0.57214 1.13965  0.39
C -3.91975 0.28556 -4.91456  -0.86
C -4.43239 -0.93111 -5.62768  0.26
C -5.06479 -1.90496 -4.54305  -0.88
O -5.36420 -0.62153 -6.63966  -0.56
H -3.52022 1.04994 -5.58472  0.35
H -3.12351 -0.04021 -4.23445  -0.01
H -4.72103 0.71698 -4.29783  0.36
H -3.60884 -1.45396 -6.14385  0.30
H -5.82686 -1.41346 -3.95999  0.26
H -4.27502 -2.17302 -3.82280  0.06
H -5.47789 -2.80252 -4.98368  0.40
H -5.94232 0.03280 -6.22790  0.36
C 0.65549 -2.27691 5.31902  -1.66
C -0.63985 -1.54817 4.97739  0.68
C -0.28788 -0.72526 3.74409  -0.10
O -1.67406 -2.54860 4.74940  -0.68
H 0.96665 -2.99739 4.57724  0.28
H 0.51266 -2.73816 6.30054  0.43
H 1.44641 -1.54084 5.41551  0.42
H -1.06394 -0.94975 5.80507  0.18
H -0.08708 -1.42805 2.93713  0.02
H 0.58969 -0.10401 3.91204  0.42
H -1.13137 -0.09627 3.47387  -0.44
H -2.41133 -2.00245 4.35755  0.33
C 2.53673 2.56344 -2.39811  -0.42
C 1.62488 3.78430 -2.20436  0.86
C 0.24472 3.24009 -2.09542  -0.28
O 1.88848 4.55298 -0.95681  -0.51
H 2.33375 1.98306 -3.29019  -0.57
H 2.59329 1.91174 -1.52723  0.12
H 3.52313 3.04952 -2.49914  0.56
H 1.79842 4.52790 -2.97991  -0.16
H 0.12194 2.67763 -1.17689  -0.65
H 0.01128 2.56737 -2.92168  0.02
H -0.48025 4.05050 -2.08981  0.58
H 2.84534 4.56249 -0.92191  0.31
C 0.06292 -0.78709 -0.32763  0.94
C -0.70585 -1.24883 -1.53793  1.74
C -1.44375 -2.52093 -1.21562  -1.45
O -1.60612 -0.25472 -2.04735  0.16
H -0.67128 -0.60709 0.46918  -0.10
H 0.66182 0.10128 -0.52602  -0.27
H 0.72517 -1.58613 0.02874  -0.53
H 0.00770 -1.49560 -2.32211  -1.05
H -2.17649 -2.34262 -0.44342  -0.06
H -0.79392 -3.32859 -0.84869  0.32
H -1.90143 -2.86282 -2.15867  0.41
H -1.89721 0.29120 -1.30642  0.01
O -2.33530 4.14504 2.05844  -0.61
C -2.50251 3.27844 0.97914  -0.87
C -2.88856 1.88671 1.42118  1.09
O -2.79323 1.00638 0.30541  -0.32
H -1.49536 3.84402 2.50145  0.33
H -3.32290 3.50357 0.30999  0.54
H -1.56934 3.30808 0.40612  0.13
H -3.84632 1.94336 1.94161  0.48
H -2.12759 1.49258 2.08276  -0.60
H -3.32526 0.23371 0.52350  0.10


ORCA calculation (wB97M-V/def2-TZVPD) on a single C8H9F3O molecule at a distorted geometry.

Calculated values
LUMO = 0.6 eV
energy relative to the best compared isomer or geometry (same formula, charge and spin) = 0.0 kJ/mol
energy = -18640.7507 eV
maximum force = 3.86 eV Å⁻¹
Kohn-Sham gap = 9.4 eV

Each line ends with the Mulliken charge.
Geometry (Å):
C 1.12137 -1.76571 -0.54747  -1.79
C 0.98106 -0.25459 -0.50495  0.85
O 0.70249 0.31480 -1.74386  -0.59
C -0.44975 0.14515 0.61511  0.21
C -1.69095 -0.63874 0.46939  -0.75
C -2.72327 0.21963 0.47098  -0.47
C -2.22386 1.58088 0.50620  -0.57
C -0.88404 1.55758 0.55210  -0.58
C 2.25916 0.41077 -0.02730  0.67
F 2.63296 -0.01488 1.18972  -0.28
F 2.18777 1.74270 0.03486  -0.25
F 3.27412 0.11962 -0.85646  -0.26
H 1.37467 -2.15877 0.43186  0.35
H 0.18827 -2.21495 -0.88276  0.41
H 1.90541 -2.03426 -1.25581  0.44
H -0.13447 -0.03115 -2.08031  0.43
H 0.03082 -0.06980 1.57455  0.43
H -1.73001 -1.71145 0.49149  0.43
H -3.76666 -0.03529 0.46803  0.45
H -2.85135 2.45290 0.51103  0.45
H -0.20376 2.38555 0.58359  0.43


ORCA calculation (wB97M-V/def2-TZVPD) on a single C5H10O2 molecule.

Calculated values
LUMO = 0.8 eV
energy relative to the best compared isomer or geometry (same formula, charge and spin) = 241.9 kJ/mol
energy = -9440.5356 eV
maximum force = 0.45 eV Å⁻¹
Kohn-Sham gap = 10.4 eV

Each line ends with the Mulliken charge.
Geometry (Å):
O 2.21586 0.32464 0.79397  -0.51
C 1.90031 -0.75748 -0.05330  -0.58
C 0.39282 -0.86627 -0.34071  -0.71
C -0.44226 0.40710 -0.21955  0.21
C -1.94194 0.19777 -0.50264  -0.56
O -2.31512 0.65496 0.80209  -0.41
C -0.93952 0.85350 1.16941  -0.48
H 2.15830 1.12185 0.25933  0.32
H 2.25060 -1.64582 0.47881  0.29
H 2.46870 -0.70284 -0.99709  0.27
H -0.05261 -1.61950 0.31884  0.33
H 0.29677 -1.22748 -1.36879  0.31
H -0.01122 1.22981 -0.80234  0.44
H -2.22313 -0.85293 -0.66686  0.29
H -2.37434 0.81022 -1.30394  0.27
H -0.73594 1.89984 1.42906  0.25
H -0.63912 0.21228 2.00735  0.26